Entry 1:
{"formula": "C37H56N3O3PbS3Se", "method": "wB97M-V/def2-TZVPD", "elements": ["Pb", "C", "C", "S", "C", "C", "S", "C", "C", "S", "H", "H", "H", "H", "H", "H", "H", "H", "H", "H", "H", "H", "O", "C", "C", "C", "C", "C", "C", "N", "H", "H", "H", "H", "H", "H", "H", "H", "H", "H", "H", "C", "C", "C", "C", "N", "C", "Se", "N", "C", "C", "C", "C", "C", "C", "C", "C", "C", "C", "H", "H", "H", "H", "H", "H", "H", "H", "H", "H", "H", "H", "H", "H", "H", "H", "H", "H", "H", "H", "H", "H", "C", "C", "C", "C", "C", "C", "C", "C", "C", "C", "O", "O", "H", "H", "H", "H", "H", "H", "H", "H", "H", "H", "H"], "xyz": [[1.08, -1.40, 0.36], [0.02, -4.35, 3.04], [-1.11, -4.77, 2.10], [-0.99, -4.12, 0.41], [-2.63, -3.40, 0.15], [-3.07, -2.31, 1.12], [-1.90, -0.94, 1.27], [-1.76, -0.76, 3.06], [-1.21, -1.95, 3.84], [0.38, -2.59, 3.25], [-0.19, -4.78, 4.03], [0.96, -4.78, 2.71], [-1.11, -5.86, 2.04], [-2.08, -4.48, 2.51], [-2.60, -3.02, -0.87], [-3.37, -4.20, 0.16], [-4.03, -1.91, 0.78], [-3.24, -2.72, 2.11], [-1.12, 0.12, 3.19], [-2.75, -0.51, 3.46], [-1.07, -1.64, 4.88], [-1.92, -2.77, 3.85], [3.33, -0.74, -0.39], [4.00, 0.30, -0.31], [3.30, 1.64, -0.43], [3.93, 2.80, 0.34], [5.11, 3.45, -0.39], [6.05, 2.42, -1.00], [6.34, 1.25, -0.07], [5.31, 0.21, -0.10], [2.29, 1.45, -0.07], [3.21, 1.87, -1.50], [4.23, 2.44, 1.33], [3.16, 3.55, 0.52], [5.65, 4.07, 0.32], [4.74, 4.11, -1.17], [7.00, 2.90, -1.26], [5.65, 2.02, -1.93], [6.48, 1.60, 0.95], [7.26, 0.75, -0.37], [5.62, -0.74, 0.02], [-0.78, -2.77, -6.63], [-0.41, -1.48, -5.91], [0.52, -1.68, -4.72], [-0.10, -2.41, -3.53], [-1.29, -1.72, -3.03], [-1.29, -0.55, -2.35], [0.22, 0.38, -1.79], [-2.56, -0.21, -2.08], [-3.03, 1.01, -1.43], [-3.62, 2.00, -2.43], [-2.57, 2.64, -3.34], [-1.69, 3.65, -2.62], [-3.41, -1.18, -2.58], [-4.80, -1.31, -2.54], [-5.34, -2.45, -3.11], [-4.53, -3.43, -3.70], [-3.15, -3.30, -3.74], [-2.61, -2.15, -3.17], [-1.32, -2.57, -7.56], [-1.42, -3.42, -6.03], [0.12, -3.34, -6.89], [-1.32, -0.97, -5.58], [0.08, -0.81, -6.61], [0.91, -0.72, -4.37], [1.39, -2.28, -5.03], [0.61, -2.50, -2.71], [-0.43, -3.41, -3.81], [-2.17, 1.43, -0.90], [-3.76, 0.71, -0.68], [-4.13, 2.78, -1.86], [-4.38, 1.49, -3.03], [-3.09, 3.13, -4.17], [-1.95, 1.86, -3.80], [-2.30, 4.43, -2.15], [-1.00, 4.13, -3.31], [-1.08, 3.18, -1.84], [-5.42, -0.56, -2.08], [-6.41, -2.58, -3.09], [-4.99, -4.30, -4.13], [-2.54, -4.07, -4.19], [0.36, 4.16, 6.80], [0.74, 3.26, 5.66], [1.42, 2.07, 5.89], [1.77, 1.21, 4.85], [2.54, -0.04, 5.19], [1.40, 1.55, 3.54], [0.72, 2.75, 3.29], [0.33, 3.21, 1.90], [0.41, 3.59, 4.35], [1.68, 0.58, 2.43], [2.72, -0.07, 2.37], [0.72, 0.43, 1.57], [0.84, 3.86, 7.72], [-0.72, 4.14, 6.96], [0.63, 5.19, 6.59], [1.69, 1.80, 6.90], [2.54, -0.18, 6.27], [3.57, 0.03, 4.84], [2.13, -0.93, 4.71], [1.03, 2.88, 1.14], [0.27, 4.30, 1.88], [-0.65, 2.81, 1.62], [-0.09, 4.52, 4.15]], "mulliken_charge": [0.6962, -0.9462, -0.7765, -0.0295, 0.7122, -1.5598, 0.4356, -0.4364, -1.1252, 0.0601, 0.4403, 0.4084, 0.5556, 0.3216, -1.0973, 0.6927, 0.6053, 0.6746, -0.2815, 0.7129, 0.6475, 0.5764, -1.0483, 0.1061, 1.9559, -0.5553, -0.9795, -0.6243, -0.7468, -0.1129, -2.2106, 0.8096, 0.2680, 0.4375, 0.4197, 0.3345, 0.4186, 0.2784, 0.2862, 0.4490, 0.3449, -1.2262, -0.2286, -0.5363, -1.1676, 1.5964, -1.3094, -0.3738, 1.4087, -0.9550, -0.8034, 0.0734, -1.0947, 0.6938, -0.9151, -0.9280, -0.9503, -1.1561, 0.7861, 0.4021, 0.1850, 0.3268, 0.0543, 0.5003, 0.1122, 0.5825, 0.0023, 0.7058, 0.0350, 0.4606, 0.5155, 0.3585, 0.4333, -0.1026, 0.3677, 0.3714, 0.0587, 0.5408, 0.4519, 0.4498, 0.5095, -1.5387, 0.5840, -0.9464, 0.7948, -1.3672, 0.8700, 0.9549, -1.4245, -0.9445, 0.2074, -0.7335, 0.1008, 0.3646, 0.2985, 0.3692, 0.3023, 0.4012, 0.2450, 0.1106, -0.2633, 0.5827, 0.2159, 0.4634], "relative_energy_kcal_mol": 0.00, "total_charge": 1, "energy_ha": -5622.29901, "fmax_ha_per_bohr": 0.0085, "orbital_gap_ev": 8.31}

---

Entry 2:
{"formula": "C19H22N2O3S2", "method": "wB97M-V/def2-TZVPD", "elements": ["O", "C", "N", "C", "H", "C", "C", "C", "C", "C", "C", "C", "C", "H", "H", "H", "H", "H", "H", "H", "H", "H", "C", "H", "C", "C", "N", "S", "O", "O", "C", "C", "C", "C", "S", "H", "H", "H", "C", "C", "H", "H", "H", "H", "H", "H", "H", "H"], "xyz": [[-0.29, 0.73, 0.55], [0.27, -0.31, 0.22], [1.50, -0.28, -0.35], [2.26, -1.45, -0.74], [1.64, -2.10, -1.36], [3.52, -1.06, -1.51], [4.32, -0.10, -0.69], [5.67, -0.22, -0.43], [6.31, 0.72, 0.37], [5.59, 1.77, 0.91], [4.23, 1.89, 0.66], [3.59, 0.96, -0.14], [2.14, 1.03, -0.49], [2.03, 1.37, -1.53], [1.60, 1.72, 0.16], [3.67, 2.71, 1.09], [6.09, 2.50, 1.54], [7.36, 0.63, 0.56], [6.23, -1.04, -0.85], [4.09, -1.96, -1.74], [3.24, -0.59, -2.46], [2.56, -2.01, 0.16], [-0.38, -1.68, 0.39], [0.40, -2.43, 0.54], [-1.32, -1.73, 1.60], [-2.59, -0.90, 1.40], [-3.24, -1.30, 0.17], [-4.80, -0.77, 0.02], [-5.50, -1.13, 1.21], [-5.30, -1.23, -1.25], [-4.68, 1.00, -0.03], [-4.77, 1.86, 1.02], [-4.52, 3.19, 0.64], [-4.24, 3.31, -0.68], [-4.28, 1.80, -1.50], [-4.01, 4.20, -1.23], [-4.55, 4.02, 1.33], [-5.01, 1.53, 2.02], [-2.41, -1.12, -1.00], [-1.19, -2.02, -0.88], [-0.57, -1.91, -1.77], [-1.52, -3.06, -0.81], [-3.01, -1.39, -1.86], [-2.08, -0.07, -1.09], [-3.30, -1.09, 2.21], [-2.33, 0.16, 1.38], [-0.80, -1.36, 2.49], [-1.60, -2.77, 1.77]], "mulliken_charge": [-0.7041, 0.1019, 0.3288, -0.4932, 0.3857, -1.1427, 0.7217, -0.8302, -0.5773, -0.5614, -0.9042, 1.0008, -1.0550, 0.2245, 0.5042, 0.4152, 0.3922, 0.3910, 0.3994, 0.4199, 0.3545, 0.2361, 0.3490, 0.6482, -1.4498, -0.5533, -0.0827, 1.2261, -0.7229, -0.6970, 0.0529, -0.1999, -0.5709, -0.4808, -0.1106, 0.4621, 0.4100, 0.4919, -0.7881, -0.9843, 0.3671, 0.4589, 0.5421, 0.3390, 0.5216, 0.3652, 0.3874, 0.4114], "relative_energy_kcal_mol": 13.65, "smiles": "O=C(C1CCN(S(=O)(=O)c2cccs2)CC1)N1CCc2ccccc2C1", "energy_ha": -1868.83457, "fmax_ha_per_bohr": 0.0193, "orbital_gap_ev": 9.68}

---

Entry 3:
{"formula": "C33H34Cl3GeMoN2O5", "method": "wB97M-V/def2-TZVPD", "elements": ["Mo", "O", "C", "O", "C", "C", "C", "C", "C", "N", "C", "O", "O", "H", "H", "H", "N", "C", "C", "C", "C", "C", "C", "C", "C", "C", "C", "C", "C", "H", "H", "H", "H", "H", "H", "H", "H", "H", "H", "Cl", "C", "C", "C", "Cl", "C", "O", "C", "Cl", "C", "H", "H", "C", "C", "C", "C", "Ge", "C", "C", "C", "C", "H", "H", "H", "H", "H", "H", "H", "H", "H", "H", "H", "H", "H", "H", "H", "H", "H", "H", "H"], "xyz": [[0.33, -1.08, -0.68], [-1.70, -3.57, 1.81], [-1.39, -2.74, 0.99], [-0.15, -2.34, 0.77], [-2.39, -2.05, 0.12], [-3.71, -2.46, 0.08], [-4.57, -1.85, -0.81], [-4.08, -0.84, -1.62], [-2.76, -0.44, -1.49], [-1.92, -1.04, -0.64], [-2.29, 0.73, -2.33], [-2.68, 0.83, -3.47], [-1.53, 1.62, -1.74], [-4.00, -3.27, 0.74], [-5.60, -2.16, -0.88], [-4.70, -0.33, -2.35], [2.32, -1.83, -1.36], [2.67, -3.00, -0.59], [2.74, -4.24, -1.20], [2.98, -5.37, -0.42], [3.13, -5.24, 0.95], [3.05, -3.99, 1.54], [2.81, -2.85, 0.78], [2.68, -1.52, 1.43], [3.57, -1.23, 2.45], [3.50, -0.10, 3.30], [2.48, 0.76, 3.11], [1.54, 0.54, 2.00], [1.71, -0.57, 1.05], [2.18, -2.08, -2.34], [3.04, -1.12, -1.33], [2.61, -4.33, -2.27], [3.04, -6.34, -0.89], [3.29, -6.12, 1.56], [3.12, -3.91, 2.62], [4.38, -1.94, 2.62], [4.23, 0.03, 4.09], [2.31, 1.61, 3.76], [0.57, 0.23, 2.46], [0.49, -1.33, -8.04], [0.30, -1.58, -6.34], [0.72, -0.61, -5.45], [0.55, -0.85, -4.10], [1.06, 0.38, -2.95], [-0.04, -2.01, -3.58], [-0.23, -2.19, -2.29], [-0.44, -2.96, -4.52], [-1.17, -4.42, -3.95], [-0.28, -2.76, -5.88], [1.16, 0.31, -5.80], [-0.60, -3.52, -6.58], [-0.15, 6.07, 1.25], [-0.27, 4.87, 0.32], [0.95, 3.96, 0.39], [0.88, 2.74, -0.53], [-0.50, 1.35, -0.22], [-1.85, 1.72, 1.17], [-1.47, 2.12, 2.59], [-2.65, 2.72, 3.36], [-2.27, 3.13, 4.77], [-1.03, 6.71, 1.19], [0.72, 6.67, 1.02], [-0.06, 5.74, 2.29], [-0.40, 5.21, -0.71], [-1.18, 4.31, 0.57], [1.10, 3.66, 1.44], [1.83, 4.55, 0.13], [1.85, 2.24, -0.57], [0.67, 3.08, -1.55], [1.27, 1.50, 1.56], [-2.54, 0.87, 1.19], [-2.42, 2.54, 0.70], [-0.65, 2.85, 2.59], [-1.11, 1.25, 3.14], [-3.47, 1.99, 3.38], [-3.03, 3.58, 2.80], [-1.90, 2.28, 5.35], [-3.12, 3.55, 5.31], [-1.49, 3.89, 4.76]], "lowdin_spin": [1.7352, 0.0283, 0.0120, 0.0747, 0.0064, -0.0018, 0.0063, -0.0024, 0.0063, -0.0066, 0.0007, 0.0007, -0.0023, -0.0001, 0.0004, -0.0002, 0.0030, 0.0039, 0.0024, 0.0002, 0.0028, 0.0002, 0.0025, 0.0026, 0.0112, 0.0044, 0.0159, 0.0065, 0.0062, 0.0009, 0.0030, 0.0001, 0.0000, 0.0001, 0.0001, 0.0003, 0.0000, 0.0008, 0.0039, 0.0009, 0.0027, -0.0007, 0.0057, 0.0092, 0.0050, 0.0580, 0.0023, 0.0012, -0.0009, 0.0001, -0.0001, 0.0000, -0.0001, -0.0011, -0.0046, -0.0036, -0.0020, 0.0000, 0.0000, 0.0000, 0.0000, 0.0000, 0.0000, 0.0000, -0.0001, 0.0000, -0.0003, 0.0006, -0.0002, -0.0002, -0.0001, -0.0003, 0.0000, 0.0001, 0.0000, 0.0000, 0.0000, 0.0000, 0.0000], "relative_energy_kcal_mol": 50.65, "total_charge": 1, "energy_ha": -5289.15549, "s_squared": 2.0254, "fmax_ha_per_bohr": 0.0131, "spin_multiplicity": 3, "orbital_gap_ev": [6.00, 5.96]}

---

Entry 4:
{"formula": "C9H8Cl2", "method": "wB97M-V/def2-TZVPD", "elements": ["C", "C", "C", "C", "C", "C", "C", "C", "C", "Cl", "Cl", "H", "H", "H", "H", "H", "H", "H", "H"], "xyz": [[-0.34, 1.41, 1.83], [0.78, 0.77, 2.48], [-1.00, 0.80, 0.82], [1.27, -0.42, 1.98], [-0.37, -0.35, 0.30], [0.69, -0.98, 0.89], [-0.49, -1.23, -0.97], [0.87, -2.13, -0.01], [0.00, -0.62, -2.25], [-0.06, -3.66, 0.42], [2.38, -2.41, -0.60], [-0.71, 2.35, 2.26], [1.29, 1.31, 3.29], [-1.65, 1.43, 0.19], [2.15, -0.97, 2.37], [-1.40, -1.78, -0.92], [-0.90, -0.29, -2.89], [0.62, -1.29, -2.75], [0.53, 0.35, -1.99]], "mulliken_charge": [-0.2702, -0.5093, -0.8569, -0.3733, 0.5225, -0.0053, -0.2745, 0.5270, -1.3636, -0.2168, -0.1511, 0.3502, 0.3642, 0.2935, 0.3553, 0.5535, 0.3121, 0.4053, 0.3373], "smiles": "C[C@@H]1c2ccccc2C1(Cl)Cl", "energy_ha": -1268.05090, "fmax_ha_per_bohr": 0.1036, "orbital_gap_ev": 9.98}

---

Entry 5:
{"formula": "C4H5NO", "method": "wB97M-V/def2-TZVPD", "elements": ["C", "C", "C", "C", "N", "O", "H", "H", "H", "H", "H"], "xyz": [[0.16, -0.02, -0.74], [-2.33, -0.73, -0.64], [-1.36, 0.23, -0.35], [1.19, -0.10, 0.35], [0.22, -0.25, -1.93], [-3.49, -0.62, -0.22], [-1.84, -1.55, -1.24], [-1.57, 1.31, -0.32], [2.25, 0.05, -0.02], [1.01, -0.98, 0.86], [0.92, 0.73, 0.92]], "mulliken_charge": [0.5923, 0.0926, -0.2695, -0.9853, -0.5003, -0.5031, 0.3009, 0.3199, 0.2927, 0.3102, 0.3495], "relative_energy_kcal_mol": 93.28, "energy_ha": -285.26594, "fmax_ha_per_bohr": 0.0719, "orbital_gap_ev": [7.96, 9.10]}